Entry 1:
An isolated molecule of C14H22N4O2S2. Source: the Open Molecules 2025 dataset; level of theory: wB97M-V/def2-TZVPD.

Element x y z (Å)
C 3.118 0.964 3.689
H -1.508 -2.036 4.427
O 1.012 -2.448 4.437
H 3.480 2.708 2.414
H -3.351 0.592 -2.389
S -1.551 -2.088 2.081
H -3.649 0.901 -4.098
H 4.786 1.521 2.423
H -0.304 2.374 -1.749
C -3.227 0.181 -3.394
C 2.609 -0.419 3.235
H 3.863 0.870 4.477
H -1.373 -0.380 3.746
N 1.166 -0.479 3.324
S -1.524 -0.920 -0.706
H -3.567 -1.866 -2.792
C 3.085 0.888 1.266
C -0.867 0.719 -0.816
N -0.730 1.470 -1.941
C -1.032 1.297 -3.285
C -1.017 -1.406 3.686
C -3.987 -1.137 -3.481
C -1.190 -0.780 1.017
H -0.401 -0.338 -5.367
H 2.390 -1.196 1.203
C 3.060 -0.551 1.771
H 2.283 1.539 4.089
H -5.030 -0.979 -3.219
C 0.502 -1.514 3.857
H -1.327 -0.818 -3.122
H 3.663 1.000 0.350
C -1.467 -0.230 -5.184
H -1.828 0.610 -5.771
C 3.702 1.643 2.442
O -0.751 2.195 -4.038
N -0.493 1.187 0.328
H 0.649 0.200 2.773
N -0.674 0.357 1.347
H 2.071 1.243 1.078
H 4.062 -0.978 1.734
H 2.986 -1.234 3.856
H -3.948 -1.547 -4.486
H -1.968 -1.136 -5.511
C -1.725 0.021 -3.701

The gap between HOMO and LUMO comes out at 9.01 eV. For the lowest unoccupied orbital energy, the calculation gives 0.2777 eV. The total charge is 0. Its max |F| is 0.03481 hartree/bohr. The HOMO energy comes out at -8.7 eV. For the energy above the lowest of the compared OMol25 structures with the same formula, charge and spin, the calculation gives 0.265 eV.


Entry 2:
A structure of composition C14H22N4O3SZr. Source: the Open Molecules 2025 dataset; level of theory: wB97M-V/def2-TZVPD.

Element x y z (Å)
H 3.427 1.467 0.152
H 0.037 -2.323 -4.444
C -2.244 2.753 0.213
C 2.490 1.430 0.707
H -2.891 3.328 -0.449
H -2.524 3.018 1.231
H 0.056 1.589 4.059
H 1.305 0.932 3.028
O 0.504 -0.109 -1.673
H -1.550 0.360 2.902
H 1.443 2.244 -0.971
C 0.132 -2.415 -2.303
C 0.781 -4.510 -1.328
C 0.902 -5.036 -2.608
H 2.727 1.682 1.738
N -0.598 0.181 2.585
H 1.202 -6.068 -2.727
O -3.207 -2.301 1.029
C 0.094 2.506 2.126
H -3.283 1.008 0.553
H 0.988 -5.122 -0.460
H -0.325 -0.675 3.070
Zr -0.486 -0.090 0.232
C 0.252 -2.936 -3.580
H 2.190 -0.409 -0.189
N 0.135 2.185 0.665
O -1.510 -0.856 -1.537
C 0.644 -4.258 -3.728
H 0.845 3.264 2.361
C 1.504 2.406 0.106
H 2.218 -0.513 1.410
H -0.874 2.952 2.350
C -0.797 3.079 -0.085
S 0.317 -2.515 0.500
H -0.585 4.128 0.139
C -0.321 -1.060 -1.953
H -0.600 2.928 -1.149
C -2.373 -1.576 0.853
H -2.692 1.094 -0.937
N 1.882 0.077 0.653
H 1.816 3.440 0.274
C 0.283 1.297 3.033
H 0.742 -4.681 -4.718
C 0.397 -3.188 -1.165
N -2.453 1.290 0.036

The gap between HOMO and LUMO comes out at 7.07 eV. For the lowest unoccupied orbital energy, the calculation gives -6.9277 eV. The total charge is +2. Its max |F| is 0.00848 hartree/bohr. The HOMO energy comes out at -14.0 eV. For the energy above the lowest of the compared OMol25 structures with the same formula, charge and spin, the calculation gives 0.047 eV.